This record from the Open Molecules 2025 dataset describes a structure of composition C6H12N2OPRe at a distorted geometry. The level of theory is ωB97M-V with the def2-TZVPD basis set.

The LUMO energy (spin up / spin down) comes out at -4.10 / -4.27 eV. Its multiplicity is 4. Its expectation value of S² is 3.85. As for the total charge: +1. The energy above the lowest of the compared OMol25 structures with the same formula, charge and spin comes out at 0.0 kcal per mole. The calculation puts the calculated total energy at -839.73187 a.u. As for the frontier orbital gap (spin up / spin down): 6.321 / 6.903 eV.

Each line ends with the Löwdin charge.
Positions of all 23 atoms, in Å:
C: 0.100 0.098 -2.103  -0.29
C: -0.969 -0.870 -2.692  -0.06
C: -0.624 -2.199 -2.406  -0.13
C: 0.715 -2.275 -1.949  -0.06
C: 1.250 -0.903 -1.618  -0.24
Re: 1.068 1.060 0.001  0.93
P: -0.435 2.727 -0.444  0.58
H: 0.421 0.748 -2.890  0.05
H: -1.958 -0.549 -3.049  0.10
H: -1.273 -3.073 -2.544  0.11
H: 2.247 -0.686 -1.970  0.05
H: 1.244 -3.210 -1.720  0.10
H: -1.614 2.934 0.334  -0.08
H: -0.956 3.097 -1.721  -0.07
H: 0.372 3.871 -0.116  -0.09
N: 0.005 1.053 3.282  0.19
C: 0.102 -0.105 2.608  -0.56
N: 0.007 -1.248 3.347  0.20
O: 0.302 -0.104 1.355  -0.22
H: -0.042 1.063 4.291  0.13
H: 0.014 1.936 2.764  0.10
H: 0.054 -2.164 2.893  0.14
H: -0.031 -1.202 4.347  0.12

This record from the Open Molecules 2025 dataset describes a cluster of 3 separate species, C6H12N2P in total at a distorted geometry. The level of theory is ωB97M-V with the def2-TZVPD basis set.

The LUMO energy comes out at -6.61 eV. As for the total charge: +1. The energy above the lowest of the compared OMol25 structures with the same formula, charge and spin comes out at 114.2 kcal per mole. The calculation puts the calculated total energy at -686.25460 a.u. As for the frontier orbital gap: 7.477 eV.

Each line ends with the Löwdin charge.
Positions of all 21 atoms, in Å:
C: 0.363 -1.277 0.618  -0.14
C: 1.489 -0.175 0.591  -0.15
C: -0.893 -0.704 -0.086  -0.14
C: 0.996 1.251 0.766  -0.13
C: -1.322 0.771 0.333  -0.11
C: 0.162 2.150 -1.215  -0.55
N: -0.269 2.438 -2.439  -0.20
N: -0.173 1.485 -0.114  -0.08
P: 1.249 3.201 -2.177  1.24
H: 0.852 -2.097 0.001  0.14
H: 0.094 -1.519 1.602  0.09
H: 2.191 -0.239 1.363  0.10
H: 1.976 -0.339 -0.382  0.12
H: -0.724 -0.651 -1.166  0.10
H: -1.765 -1.365 0.095  0.12
H: 0.696 1.423 1.797  0.14
H: 1.764 1.855 0.380  0.08
H: -2.252 0.978 -0.147  0.11
H: -1.630 1.014 1.377  0.15
H: -1.584 1.646 -3.257  0.08
H: -1.864 1.088 -2.635  0.05

This record from the Open Molecules 2025 dataset describes a cluster of 2 separate species, C6H12N2S in total at a distorted geometry. The level of theory is ωB97M-V with the def2-TZVPD basis set.

The LUMO energy comes out at 0.82 eV. Its SMILES is Cc1c[nH]cn1.CSC. The energy above the lowest of the compared OMol25 structures with the same formula, charge and spin comes out at 21.1 kcal per mole. The calculation puts the calculated total energy at -743.48470 a.u. As for the frontier orbital gap: 9.095 eV.

Each line ends with the Löwdin charge.
Positions of all 21 atoms, in Å:
C: -2.060 1.832 0.911  -0.05
C: -1.808 0.357 1.113  -0.36
C: -2.568 -0.767 1.138  -0.07
N: -1.680 -1.769 1.469  0.03
C: -0.423 -1.202 1.651  -0.19
N: -0.481 0.083 1.425  0.08
H: -3.050 2.259 0.933  0.07
H: -1.380 2.074 0.094  0.07
H: -1.593 2.390 1.722  0.07
H: -3.645 -0.782 1.066  0.11
H: -1.890 -2.748 1.545  0.14
H: 0.404 -1.790 2.017  0.12
C: 2.862 -0.571 -0.640  -0.48
S: 2.700 -0.861 -2.393  0.71
C: 1.574 0.534 -2.780  -0.41
H: 3.564 -1.237 -0.130  0.03
H: 3.563 0.297 -0.451  0.06
H: 1.915 -0.560 -0.118  0.00
H: 1.139 0.915 -1.841  0.03
H: 0.747 0.221 -3.428  0.03
H: 2.107 1.323 -3.303  0.02